(1)
{
  "formula": "C21H20NO2",
  "method": "ωB97M-V/def2-TZVPD",
  "species": ["C", "O", "C", "C", "C", "C", "C", "C", "C", "C", "C", "C", "C", "C", "C", "C", "C", "C", "C", "C", "C", "H", "H", "H", "H", "H", "H", "H", "H", "H", "H", "H", "H", "H", "H", "H", "C", "N", "O", "H", "H", "H", "H", "H"],
  "positions_angstrom": [[5.82811, -0.55032, -1.62096], [5.12705, 0.45838, -0.85954], [3.80049, 0.29311, -0.61210], [3.14520, 1.33828, 0.08327], [1.79356, 1.24584, 0.35264], [1.03515, 0.13551, -0.05843], [-0.41407, 0.09485, 0.30905], [-1.18790, -1.15521, -0.04474], [-2.46797, -0.79406, -0.53044], [-3.40059, -1.76163, -0.89973], [-3.05069, -3.10885, -0.77476], [-1.78547, -3.47390, -0.28331], [-0.84946, -2.49784, 0.09480], [-2.53274, 0.65906, -0.64586], [-1.27968, 1.20307, -0.25285], [-1.03360, 2.55460, -0.46143], [-2.07636, 3.37277, -0.93038], [-3.33174, 2.83476, -1.25842], [-3.55613, 1.46089, -1.14121], [1.68860, -0.88821, -0.76662], [3.05710, -0.84189, -1.01255], [6.84232, -0.15825, -1.70031], [5.83379, -1.51388, -1.09228], [5.39004, -0.67430, -2.62167], [3.72543, 2.20316, 0.39350], [1.30381, 2.04647, 0.90675], [-4.37027, -1.43641, -1.27387], [-3.76492, -3.88226, -1.05924], [-1.51875, -4.52719, -0.19698], [0.13211, -2.77126, 0.48361], [-0.04765, 2.96904, -0.26802], [-1.90126, 4.44211, -1.04571], [-4.12971, 3.48778, -1.61308], [-4.50230, 0.99424, -1.41153], [1.12458, -1.74277, -1.13566], [3.54861, -1.67410, -1.51990], [-1.55682, 0.44510, 3.31110], [-0.29281, 0.53098, 2.57162], [0.44972, -0.56206, 3.15192], [-2.14782, 1.34288, 3.11446], [-2.13825, -0.43933, 3.01922], [-1.34375, 0.37811, 4.38505], [-0.46939, 0.13619, 1.58693], [1.32445, -0.17348, 3.32767]],
  "forces_ev_per_angstrom": [[-0.12, 0.14, 0.17], [-1.10, -0.37, 0.07], [0.36, -0.18, -0.15], [0.00, -0.21, -0.16], [0.54, 0.37, 0.02], [-0.80, 0.04, 1.21], [0.82, -1.02, -6.63], [-0.53, 0.34, 0.87], [0.01, -0.87, 0.12], [0.43, 0.60, 0.18], [0.45, -0.09, 0.22], [-0.06, 0.20, -0.12], [-0.10, -0.14, 0.12], [0.13, 0.86, 0.11], [-0.92, 0.03, 0.74], [-0.17, 0.10, 0.20], [-0.14, -0.27, -0.16], [0.48, 0.20, 0.23], [0.44, -0.45, 0.24], [0.35, -0.44, 0.22], [-0.02, 0.37, -0.03], [-0.16, -0.18, -0.05], [0.01, 0.29, -0.09], [0.07, 0.12, 0.29], [-0.09, -0.16, -0.05], [0.25, -0.28, -0.03], [0.18, -0.30, 0.02], [0.23, 0.20, 0.10], [-0.12, 0.30, -0.02], [-0.38, -0.09, 0.02], [-0.35, 0.11, 0.01], [-0.04, -0.31, -0.02], [0.27, -0.16, 0.09], [0.16, 0.29, -0.07], [0.19, 0.27, 0.08], [-0.27, 0.36, 0.07], [-0.81, 0.18, -0.42], [0.86, -0.82, 3.01], [0.08, 1.02, -0.71], [0.10, -0.09, -0.07], [0.09, 0.05, 0.11], [0.14, 0.09, -0.43], [-0.31, 0.06, 0.97], [-0.17, -0.17, -0.26]],
  "total_charge": 1,
  "energy_ev": -27676.2661,
  "multiplicity": 1
}


(2)
{
  "formula": "C21H20O4S2",
  "method": "ωB97M-V/def2-TZVPD",
  "species": ["O", "O", "O", "O", "S", "C", "C", "C", "C", "C", "C", "C", "C", "C", "C", "C", "C", "C", "C", "C", "C", "C", "C", "C", "C", "C", "S", "H", "H", "H", "H", "H", "H", "H", "H", "H", "H", "H", "H", "H", "H", "H", "H", "H", "H", "H", "H"],
  "positions_angstrom": [[2.48598, 0.40631, 1.29865], [-2.32002, 0.16931, 6.44898], [-3.58664, 1.94503, 5.32783], [2.74851, 0.40164, -0.92748], [3.27150, 0.27300, -3.52145], [1.99024, 0.35467, 0.19781], [2.17522, 0.34199, -2.15544], [0.82864, 0.23734, -2.30617], [-0.06895, 0.22792, -1.12814], [0.50427, 0.24964, 0.14333], [-4.15945, -0.57266, -2.11368], [-3.49610, 0.44474, -2.80576], [-3.56062, -1.22942, -1.04532], [-2.16165, 0.76051, -2.44361], [-2.27159, -0.93207, -0.71467], [-0.10765, -0.57382, 2.49521], [-1.42274, 1.20056, 1.56747], [-0.86371, -0.49988, 3.65939], [-2.18763, 1.25050, 2.69724], [-1.49953, 0.04514, -1.40302], [-0.34130, 0.26796, 1.40751], [-1.94606, 0.39448, 3.75402], [6.53731, 0.70757, -3.05296], [4.54540, -0.87662, -2.91450], [5.87310, -0.60037, -3.59763], [-4.37469, -0.56666, 5.00869], [-3.00942, 0.58138, 5.22148], [0.43483, 0.13872, -3.30269], [-5.18931, -0.90296, -2.37358], [-4.03541, 0.95883, -3.60522], [-4.09676, -2.02043, -0.53977], [-1.66536, 1.49407, -3.02953], [-1.77800, -1.49685, 0.03889], [0.66804, -1.33062, 2.46005], [-1.61386, 1.90726, 0.73871], [-0.62658, -1.14766, 4.52195], [-2.99817, 1.98294, 2.73616], [6.78405, 0.48194, -2.00846], [5.86473, 1.56735, -3.08755], [7.49669, 0.93553, -3.58612], [4.66938, -0.74928, -1.81674], [4.20087, -1.92704, -3.11752], [5.72423, -0.50552, -4.63663], [6.53624, -1.44180, -3.44523], [-4.02505, -1.51343, 4.62314], [-5.09842, -0.10949, 4.34499], [-4.83458, -0.72972, 5.98738]],
  "forces_ev_per_angstrom": [[1.08, 0.01, -0.76], [-0.03, -0.27, -1.81], [0.91, -2.19, -1.36], [0.07, 0.12, -0.23], [0.10, 0.29, 0.20], [-1.86, -0.10, 2.56], [-1.13, -0.72, -0.15], [0.30, 0.42, 1.13], [1.54, -0.12, 0.52], [-1.02, 0.19, -2.15], [-0.96, 0.03, -0.22], [0.38, -0.41, 0.77], [-0.36, 0.05, -0.65], [-0.83, -1.41, 0.56], [1.45, 0.84, -0.43], [0.18, -0.18, -0.07], [1.71, -0.32, -1.84], [-0.86, -0.11, 1.01], [-0.97, 0.56, 0.04], [-2.09, 0.01, -0.80], [-0.42, 0.90, 0.22], [0.40, -0.16, 0.39], [0.57, -1.07, -0.17], [-0.14, -1.07, 0.70], [0.28, 1.32, 1.04], [0.04, 0.27, -0.10], [-0.37, 1.62, 2.81], [-0.13, -0.10, -0.04], [0.84, 0.57, -0.02], [0.48, -0.05, 0.21], [0.04, 0.01, 0.10], [0.57, 0.60, -0.21], [0.28, -0.35, 0.61], [0.11, 0.23, -0.08], [0.05, -0.46, 0.61], [-0.15, 0.39, -0.60], [0.26, -0.24, 0.20], [0.05, 0.42, -0.07], [0.11, -0.14, -0.09], [-0.92, -0.14, 0.39], [-0.25, -0.07, -0.70], [0.26, 0.97, 0.21], [-0.18, 0.01, -1.45], [0.16, -0.21, 0.12], [0.19, -0.17, -0.15], [-0.06, 0.01, -0.21], [0.29, 0.27, -0.05]],
  "total_charge": 0,
  "energy_ev": -51960.6692,
  "smiles": "CCCSc1cc(-c2ccccc2)c(-c2ccc(S(C)(=O)=O)cc2)c(=O)o1",
  "multiplicity": 1
}


(3)
{
  "formula": "C21H21CaO2SiTe4",
  "method": "ωB97M-V/def2-TZVPD",
  "species": ["Ca", "Te", "Te", "Te", "Te", "C", "C", "C", "O", "H", "H", "H", "H", "H", "H", "O", "Si", "C", "C", "C", "C", "C", "C", "C", "C", "C", "C", "C", "C", "C", "C", "C", "C", "C", "C", "H", "H", "H", "H", "H", "H", "H", "H", "H", "H", "H", "H", "H", "H", "H"],
  "positions_angstrom": [[0.62482, -0.54911, -0.09970], [-0.60448, -3.03268, 1.27500], [-1.42212, -3.06459, -1.31020], [0.90288, -2.54774, -2.64664], [0.74893, 0.11170, -3.21211], [-3.10695, 0.92672, -1.60029], [-1.91036, 1.44137, -0.85969], [-1.40563, 2.80907, -1.18743], [-1.34884, 0.72389, -0.04822], [-3.73483, 1.72615, -1.99002], [-3.67207, 0.24554, -0.96742], [-2.71035, 0.34456, -2.43919], [-2.20212, 3.54085, -1.03164], [-1.14557, 2.83099, -2.24925], [-0.53245, 3.06337, -0.59127], [1.94658, 0.79486, 0.89841], [2.34744, 2.18900, 1.53914], [2.03369, 3.57131, 0.28604], [1.52311, 4.82906, 0.60731], [1.24810, 5.77054, -0.37882], [1.47967, 5.46434, -1.71232], [1.98651, 4.21626, -2.05518], [2.25830, 3.28283, -1.06548], [4.16664, 2.28028, 2.02868], [4.87487, 3.48307, 2.04889], [6.20917, 3.53008, 2.43302], [6.86484, 2.36317, 2.79918], [6.18190, 1.15418, 2.77664], [4.84779, 1.11753, 2.39546], [1.32088, 2.61441, 3.06544], [1.80256, 3.38644, 4.12403], [0.99396, 3.71698, 5.20458], [-0.32001, 3.27312, 5.24818], [-0.81866, 2.49837, 4.20919], [-0.00483, 2.17667, 3.13147], [1.31515, 5.07184, 1.64495], [0.84444, 6.73906, -0.10706], [1.26003, 6.19324, -2.48348], [2.15661, 3.96559, -3.09562], [2.61506, 2.29740, -1.34575], [4.37834, 4.39947, 1.74489], [6.73987, 4.47489, 2.43795], [7.90704, 2.39399, 3.09368], [6.69248, 0.23910, 3.05212], [4.32296, 0.16892, 2.36779], [2.83345, 3.72545, 4.10901], [1.39126, 4.31435, 6.01683], [-0.95140, 3.52294, 6.09249], [-1.83973, 2.13756, 4.24116], [-0.41065, 1.56754, 2.33065]],
  "forces_ev_per_angstrom": [[0.00, 0.12, -0.04], [0.03, -0.04, 0.09], [-0.03, 0.00, -0.07], [0.02, -0.05, -0.09], [-0.03, -0.02, 0.05], [-0.01, -0.02, 0.00], [-0.02, -0.09, -0.07], [-0.02, 0.05, 0.04], [0.02, 0.11, 0.06], [0.00, 0.00, 0.00], [0.01, 0.00, 0.00], [0.01, 0.02, -0.01], [0.00, 0.00, -0.01], [0.01, -0.01, 0.00], [0.01, -0.01, -0.01], [0.03, -0.19, 0.13], [-0.01, 0.11, -0.11], [0.00, -0.04, -0.04], [-0.01, 0.01, 0.02], [0.00, 0.00, 0.01], [0.01, -0.01, -0.01], [-0.01, 0.02, -0.01], [-0.01, 0.03, 0.04], [-0.01, -0.01, 0.00], [0.01, 0.00, 0.01], [-0.01, 0.00, 0.00], [0.00, -0.01, 0.00], [0.01, 0.01, 0.01], [-0.01, -0.01, 0.00], [-0.02, 0.00, -0.01], [0.01, -0.02, -0.02], [0.00, 0.00, 0.01], [-0.01, 0.00, 0.00], [0.02, 0.01, 0.00], [-0.04, 0.01, 0.03], [0.00, 0.00, 0.00], [0.00, 0.00, 0.00], [0.00, 0.00, 0.00], [0.00, -0.01, 0.00], [0.01, 0.02, -0.01], [0.01, 0.00, 0.00], [0.00, 0.00, 0.00], [0.00, 0.00, 0.00], [0.00, 0.00, 0.00], [0.00, 0.00, 0.00], [0.00, 0.01, 0.01], [0.00, 0.00, 0.00], [0.00, 0.00, 0.00], [0.00, 0.00, 0.00], [0.02, 0.00, -0.01]],
  "total_charge": -1,
  "energy_ev": -81711.2300,
  "multiplicity": 1
}


(4)
{
  "formula": "C21H21Cl3N6ORu",
  "method": "ωB97M-V/def2-TZVPD",
  "species": ["Ru", "C", "N", "C", "C", "N", "N", "C", "N", "N", "H", "H", "H", "H", "H", "H", "H", "H", "H", "H", "H", "C", "C", "C", "C", "N", "C", "C", "C", "C", "C", "C", "C", "H", "H", "H", "H", "H", "H", "H", "H", "Cl", "C", "C", "C", "Cl", "C", "O", "C", "Cl", "C", "H", "H"],
  "positions_angstrom": [[-0.16819, 0.90465, 0.66333], [-2.92415, -2.89823, 3.89001], [-1.96813, -2.59583, 2.83291], [-1.33991, -3.71446, 2.14764], [-1.70819, -1.33411, 2.40491], [-1.12831, -1.03209, 1.29618], [-2.12455, -0.33964, 3.28581], [-2.13659, 1.03636, 3.12130], [-2.61833, 1.69004, 4.21133], [-1.76018, 1.62510, 2.04106], [-3.31013, -3.90191, 3.73201], [-3.77908, -2.22342, 3.85219], [-2.46972, -2.86790, 4.88520], [-1.31128, -4.56562, 2.82324], [-0.31246, -3.46656, 1.88244], [-1.88429, -4.00523, 1.24492], [-0.97880, -1.83462, 0.69952], [-2.39962, -0.66302, 4.19622], [-2.92496, 1.21557, 5.04032], [-2.62904, 2.69331, 4.22335], [-1.94044, 2.62161, 2.08211], [-2.24771, 1.01095, -2.45147], [-1.96359, 2.37230, -2.44708], [-0.79760, 3.05391, -2.08719], [0.48007, 2.61092, -1.94440], [-0.12068, 0.27097, -1.66450], [-1.43608, 0.01569, -2.02156], [2.41324, 1.83896, -0.66781], [2.77702, 2.48682, 0.44461], [2.45608, 1.80311, 1.66971], [2.15179, 0.46479, 1.69517], [2.25705, -0.50164, 0.61378], [2.02197, -0.39616, -0.71853], [-3.23852, 0.72695, -2.79133], [-2.77135, 3.02246, -2.76447], [-0.93288, 4.13070, -2.04549], [-1.65341, -1.01890, -2.26510], [3.49676, 3.29639, 0.43295], [2.53435, 2.31595, 2.62388], [2.07868, 0.00871, 2.67548], [2.57805, -1.49887, 0.90461], [3.39076, 1.34350, -6.62550], [2.97587, 0.50655, -5.16942], [2.50013, 1.24313, -4.08360], [2.11962, 0.52103, -2.99009], [1.24656, 1.05260, -1.46777], [2.36681, -0.84682, -2.84659], [2.24379, -1.41399, -1.58569], [2.83011, -1.55629, -3.93643], [3.09700, -3.24825, -3.81495], [3.11302, -0.86599, -5.11541], [2.38303, 2.31715, -4.13266], [3.46644, -1.41063, -5.97916]],
  "forces_ev_per_angstrom": [[-0.69, -0.81, 0.72], [-0.01, 0.00, -0.02], [0.03, -0.01, 0.06], [-0.03, 0.00, -0.01], [-0.22, 0.03, -0.18], [0.15, -0.04, 0.10], [0.17, 0.06, 0.09], [-0.16, -0.10, -0.06], [-0.03, 0.00, -0.02], [0.11, 0.33, -0.06], [0.00, 0.00, 0.00], [0.00, 0.00, 0.00], [0.00, 0.01, 0.00], [-0.01, 0.00, 0.00], [0.00, 0.00, 0.00], [0.01, 0.00, -0.01], [0.00, -0.03, 0.04], [0.07, 0.01, 0.02], [-0.04, 0.00, -0.02], [0.01, 0.00, 0.01], [0.02, 0.00, 0.08], [-0.93, -0.34, -0.04], [-0.69, 0.55, 0.01], [0.43, -0.60, -0.26], [0.99, 0.90, 0.21], [0.02, -2.22, 1.89], [1.38, 1.08, -1.47], [1.46, 2.60, -1.70], [-0.49, -1.58, 0.48], [-0.62, 0.50, 0.15], [-0.02, -0.02, -0.19], [-0.20, -0.19, -0.42], [0.27, -1.01, 0.75], [0.04, -0.03, 0.00], [-0.05, -0.03, 0.13], [0.33, 0.12, -0.03], [-0.11, -0.11, 0.51], [0.14, -0.12, -0.12], [0.05, 0.01, -0.04], [-0.13, 0.00, -0.01], [-0.01, 0.02, 0.07], [0.02, -0.02, 0.05], [0.04, 0.18, 0.00], [-0.57, 0.13, -0.21], [0.20, -0.76, 0.17], [-1.00, 0.69, -0.32], [0.10, 0.32, -0.14], [-0.06, 0.47, -0.30], [0.04, 0.25, 0.04], [0.01, -0.05, 0.01], [-0.03, -0.19, 0.05], [-0.06, -0.01, -0.01], [0.03, 0.00, 0.02]],
  "total_charge": 1,
  "energy_ev": -73228.2918,
  "multiplicity": 6
}